9
Properties=species:S:1:pos:R:3:forces:R:3 method="wB97M-V/def2-TZVPD" total_charge=+1 gap_ev=10.6751 e_tot_ha=-171.3896 homo_energy_ev=-14.87 relative_energy_ev=1.018 lumo_ev=-4.2
N -0.927 -1.349 0.359 3.2831 -0.1257 -2.7462
H -0.399 -0.687 1.021 -1.1018 -1.3978 -0.5287
H -1.469 -0.705 -0.252 0.1945 -0.5090 0.3867
H -0.125 -1.809 -0.326 -2.3872 1.6288 2.0791
H -1.472 -2.163 0.651 -0.0292 0.5420 0.7922
O 0.145 1.089 -0.002 -0.4678 0.2000 0.4950
C 1.072 1.774 -0.373 0.0278 -2.0554 2.4196
H 1.873 2.083 0.276 0.0383 0.8604 0.8976
H 1.303 1.766 -1.355 0.4423 0.8569 -3.7953



17
Properties=species:S:1:pos:R:3:forces:R:3 method="wB97M-V/def2-TZVPD" total_charge=0 gap_ev=9.2580 e_tot_ha=-720.1659 homo_energy_ev=-8.68 relative_energy_ev=2.923 lumo_ev=0.6
C -1.771 -1.454 -0.378 -3.6787 -0.3523 -2.0262
C -1.036 -0.513 0.487 3.5398 1.4680 -2.3153
C -1.094 1.047 0.127 -0.0977 -3.3473 -3.4656
N 0.253 1.499 0.025 0.5853 1.7151 -0.2067
C 0.970 0.309 0.026 -0.3981 0.4206 -0.5948
N 2.244 0.470 -0.286 5.9357 3.9791 -0.9703
S 3.539 -0.617 -0.032 -0.6798 0.5594 3.0274
N 0.400 -0.790 0.187 -0.4444 -0.9444 1.2094
H -1.905 -2.467 0.135 -0.1278 1.4520 -0.7672
H -1.237 -1.677 -1.413 -1.1576 0.8375 2.2030
H -2.896 -0.867 -0.590 2.8936 -2.2624 0.3772
H -1.091 -0.694 1.513 -0.9440 -0.1782 1.7667
H -1.398 1.081 -0.939 -1.2438 0.0645 0.7865
H -1.711 1.469 0.803 -1.9080 2.1891 1.9050
H 0.408 2.102 -0.844 -0.0635 -1.2855 1.8219
H 2.669 1.545 -0.324 -2.0639 -3.8504 0.2426
H 3.658 -0.442 1.502 -0.1473 -0.4646 -2.9935